Below is 2 unconnected molecules or ions with the total composition C4H16N3, with properties calculated with ωB97M-V with the def2-TZVPD basis set.

Output
- net charge = +1
- energy relative to the best compared isomer or geometry (same formula, charge and spin) (eV) = 0.523
- spin multiplicity = 1
- molar mass (Da) = 106.2
- orbital gap (eV) = 10.8
- HOMO energy (Eh) = -0.5025
- max |F| (Eh/bohr) = 0.009
- E_tot (eV) = -8871.4708

Positions of all 23 atoms, in Å:
N1 -0.145 1.823 -1.579
C1 -1.690 0.884 0.957
H1 -2.057 1.785 1.451
H2 0.209 1.136 1.633
H3 -0.538 -2.409 1.238
H4 -1.439 -2.219 -0.275
H5 1.885 -1.385 1.288
H6 -0.310 2.973 0.135
C2 1.871 -1.593 0.221
C3 -0.463 -2.416 0.151
H7 -2.208 0.792 0.008
H8 2.200 -2.614 0.037
H9 0.492 -1.281 -1.289
C4 0.166 2.047 -0.199
N2 -0.228 0.941 0.734
H10 2.542 -0.901 -0.268
H11 0.528 1.229 -2.043
H12 -1.078 1.464 -1.731
H13 0.145 -0.331 0.168
H14 -1.942 0.025 1.574
H15 1.243 2.167 -0.086
N3 0.495 -1.377 -0.279
H16 -0.145 -3.406 -0.164

Results of the Mulliken charge analysis, in e, for atoms 1 through 2: -0.47 -1.01

Below is a molecular structure, C16H26IOP2Pd in a non-equilibrium geometry, with properties calculated with ωB97M-V with the def2-TZVPD basis set.

Output
- net charge = +3
- spin multiplicity = 5
- molar mass (Da) = 529.7
- expectation value of S² = 6.05
- orbital gap (alpha / beta) (eV) = 6.1 / 4.7
- HOMO energy (alpha / beta) (Eh) = -0.6223 / -0.6749
- max |F| (Eh/bohr) = 0.067
- E_tot (eV) = -49185.7274

Positions of all 47 atoms, in Å:
H1 2.154 -4.076 -0.919
H2 -0.765 -2.259 0.097
H3 3.193 2.755 -0.910
H4 -1.508 -2.401 -1.513
H5 -0.081 3.028 -3.661
H6 0.031 -2.693 -3.833
C1 0.837 3.308 -3.131
P1 0.899 2.434 -1.543
H7 2.258 4.283 -0.793
C2 0.933 -2.974 -3.280
C3 2.241 3.201 -0.596
C4 -2.203 0.287 5.180
C5 -0.097 -1.063 3.918
O1 -2.997 0.298 -1.314
C6 -0.651 -2.699 -0.900
H8 1.706 3.019 -3.734
C7 -2.407 0.184 -0.292
H9 1.997 -2.860 0.399
H10 -1.045 1.032 -2.863
P2 0.914 -2.164 -1.662
H11 -0.580 2.659 0.374
H12 0.048 0.166 -4.009
Pd1 1.184 0.157 -1.694
C8 -1.311 -0.486 5.932
I1 1.191 -0.100 1.024
H13 -1.502 2.584 -1.148
C9 -2.064 0.372 3.798
H14 -2.759 0.952 3.190
H15 -0.643 -3.795 -0.822
H16 0.853 4.391 -2.952
C10 2.179 -3.006 -0.673
H17 2.087 3.013 0.475
C11 -0.602 2.985 -0.671
C12 -1.882 0.094 0.868
H18 -1.444 -0.580 7.011
C13 -1.003 -0.282 3.159
H19 3.164 -2.599 -0.925
H20 1.824 -2.646 -3.825
C14 -0.900 -0.141 1.722
H21 0.413 -1.814 5.866
H22 -1.008 -0.775 -2.877
H23 -3.011 0.830 5.669
H24 -0.627 4.082 -0.717
C15 -0.271 -1.187 5.293
H25 0.716 -1.599 3.411
H26 0.962 -4.058 -3.120
C16 -0.426 0.144 -3.016

Results of the Mulliken charge analysis, in e, for atoms 1 through 2: 0.41 0.20

Below is C3H3Cl2N in the gas phase in a non-equilibrium geometry, with properties calculated with ωB97M-V with the def2-TZVPD basis set.

Output
- energy relative to the best compared isomer or geometry (same formula, charge and spin) (eV) = 0.851
- spin multiplicity = 1
- molar mass (Da) = 124.0
- orbital gap (eV) = 12.3
- HOMO energy (Eh) = -0.4291
- SMILES = CC(Cl)(Cl)C#N
- max |F| (Eh/bohr) = 0.101
- E_tot (eV) = -29693.3816

Positions of all 9 atoms, in Å:
C1 1.045 -0.238 -0.009
C2 -0.485 -0.306 0.091
Cl1 -1.040 -1.074 1.552
C3 -1.040 1.227 -0.025
Cl2 -0.982 -1.162 -1.353
H1 1.354 0.007 1.027
H2 1.131 0.452 -0.795
H3 1.370 -1.204 -0.281
N1 -1.353 2.300 -0.207

Results of the Mulliken charge analysis, in e, for atoms 1 through 2: -1.18 0.65

Below is a gas-phase ion, C6H12NO2 (charge -1) in a non-equilibrium geometry, with properties calculated with ωB97M-V with the def2-TZVPD basis set.

Output
- net charge = -1
- energy relative to the best compared isomer or geometry (same formula, charge and spin) (eV) = 4.361
- spin multiplicity = 1
- molar mass (Da) = 130.2
- orbital gap (eV) = 6.3
- HOMO energy (Eh) = -0.0990
- SMILES = CC(CC(C)C)=[N+]([O-])[O-]
- max |F| (Eh/bohr) = 0.069
- E_tot (eV) = -11998.7629

Positions of all 21 atoms, in Å:
N1 1.323 1.087 -1.939
H1 -1.847 1.080 2.661
H2 1.146 -0.370 1.008
H3 -0.359 1.830 2.391
H4 -0.326 0.156 2.699
H5 1.506 -1.440 -2.736
H6 -1.377 1.134 0.039
C1 -0.832 0.918 2.169
C2 0.615 0.382 0.323
C3 1.035 -1.285 -1.787
C4 -1.522 -1.022 0.677
H7 1.270 -2.114 -1.053
O1 1.281 2.272 -1.540
C5 1.240 0.057 -1.132
H8 -0.704 -1.794 0.990
H9 -2.006 -1.278 -0.282
C6 -0.885 0.441 0.700
H10 -2.316 -0.979 1.387
H11 1.035 1.381 0.676
H12 0.009 -1.345 -2.125
O2 1.712 0.891 -3.124

Results of the Mulliken charge analysis, in e, for atoms 1 through 2: 0.92 0.33

Below is 2 unconnected molecules or ions with the total composition C6H6O2S in a non-equilibrium geometry, with properties calculated with ωB97M-V with the def2-TZVPD basis set.

Output
- energy relative to the best compared isomer or geometry (same formula, charge and spin) (eV) = 6.931
- spin multiplicity = 1
- molar mass (Da) = 142.2
- orbital gap (eV) = 6.8
- HOMO energy (Eh) = -0.3326
- max |F| (Eh/bohr) = 0.070
- E_tot (eV) = -21241.8280

Positions of all 15 atoms, in Å:
H1 1.590 1.720 1.675
O1 0.660 -0.381 2.933
H2 1.688 -1.328 1.655
H3 -1.115 1.696 0.227
C1 -0.978 0.851 -0.308
H4 3.089 0.807 1.065
C2 0.079 0.034 -0.329
C3 -1.864 -0.814 -1.740
C4 -2.032 0.404 -1.206
H5 -2.238 -1.310 -2.602
S1 -0.181 -1.558 -1.104
C5 1.395 -0.339 1.957
C6 2.023 0.780 1.411
O2 0.736 -1.676 -2.261
H6 -2.853 1.114 -1.372

Results of the Mulliken charge analysis, in e, for atoms 1 through 2: 0.29 -0.54

Below is a molecular structure, C26H25BrN3O5W, with properties calculated with ωB97M-V with the def2-TZVPD basis set.

Output
- net charge = +1
- energy relative to the best compared isomer or geometry (same formula, charge and spin) (eV) = 0.213
- spin multiplicity = 1
- molar mass (Da) = 723.2
- orbital gap (eV) = 7.3
- HOMO energy (Eh) = -0.4204
- max |F| (Eh/bohr) = 0.011
- E_tot (eV) = -113940.4478

Positions of all 61 atoms, in Å:
H1 -0.669 6.191 2.575
H2 0.298 -0.547 6.079
H3 4.646 0.654 0.254
C1 3.459 -1.397 -1.297
H4 3.149 -2.091 -0.514
C2 -1.066 -2.727 -1.462
C3 -1.986 4.798 3.541
N1 1.550 -0.016 -0.847
H5 -3.275 3.238 4.263
O1 -0.841 -0.082 -2.294
N2 -0.751 -1.943 -0.487
C4 -1.495 3.135 1.372
C5 -0.050 -0.997 4.015
C6 -0.885 4.395 1.444
H6 -1.393 -4.395 -3.488
H7 -1.736 -4.231 5.286
C7 -1.076 -2.368 -2.854
H8 3.052 -1.734 -2.251
C8 2.994 0.023 -0.977
H9 0.126 2.290 -5.223
C9 -0.940 -1.032 -3.253
C10 -1.280 -3.367 -3.808
C11 -0.121 -1.253 5.374
C12 -0.988 -0.685 -4.604
H10 -0.609 2.025 -3.628
C13 3.570 0.510 0.353
O2 -0.101 -0.429 1.296
C14 -0.584 -1.911 3.111
H11 2.934 1.981 -1.912
C15 -0.513 -1.640 1.672
H12 -2.168 5.454 4.382
H13 -1.606 -3.779 2.856
H14 2.938 0.625 -3.060
C16 -1.136 5.218 2.529
H15 -2.837 1.768 2.319
C17 -1.192 -3.080 3.568
C18 -1.336 -3.030 -5.145
H16 3.123 1.463 0.639
C19 3.336 0.987 -2.113
C20 -0.091 1.549 -4.459
C21 -2.608 3.559 3.476
O3 -0.182 2.159 -0.432
O4 -1.977 1.120 0.189
C22 -2.368 2.739 2.394
N3 -0.845 -2.509 0.785
H17 -1.492 -3.792 -5.895
H18 3.389 -0.217 1.144
O5 -0.913 0.570 -5.097
C23 -1.261 2.144 0.320
H19 0.421 -0.093 3.652
W1 -0.128 0.130 -0.572
H20 -1.341 -3.742 -1.188
H21 0.843 1.104 -4.111
C24 -1.189 -1.706 -5.530
H22 -0.783 -2.614 6.892
Br1 0.235 5.091 0.096
H23 4.547 -1.414 -1.359
C25 -0.727 -2.416 5.830
H24 4.420 1.065 -2.204
H25 -1.231 -1.422 -6.573
C26 -1.262 -3.327 4.927

Results of the Mulliken charge analysis, in e, for atoms 1 through 2: 0.43 0.42

Below is a molecular structure, C26H40AsN2O2PSTi, with properties calculated with ωB97M-V with the def2-TZVPD basis set.

Output
- energy relative to the best compared isomer or geometry (same formula, charge and spin) (eV) = 1.098
- spin multiplicity = 1
- molar mass (Da) = 598.4
- orbital gap (eV) = 7.5
- HOMO energy (Eh) = -0.2742
- max |F| (Eh/bohr) = 0.015
- E_tot (eV) = -138766.6922

Positions of all 74 atoms, in Å:
C1 -0.931 2.592 2.584
H1 0.864 -7.066 0.521
C2 3.213 1.996 0.610
N1 -2.034 -2.151 -0.124
H2 1.981 2.352 2.380
Ti1 0.509 -0.603 0.106
C3 4.140 1.605 -2.312
H3 -4.407 1.762 1.142
H4 3.534 4.073 1.160
H5 0.724 5.643 -0.358
H6 0.913 -4.589 0.763
H7 4.443 3.604 -0.281
H8 2.301 0.647 2.075
H9 -1.468 -3.039 -2.445
C4 2.729 1.645 2.015
O1 -0.010 -2.369 0.915
C5 0.828 3.491 -0.383
H10 0.255 -3.472 -2.384
C6 -1.068 -2.881 0.362
C7 -2.017 3.387 2.882
H11 0.940 -0.686 -4.732
H12 3.222 3.501 -2.008
C8 0.004 -5.104 0.484
H13 2.666 2.625 -4.320
H14 -1.887 4.224 3.557
H15 1.467 1.564 -3.581
H16 -0.920 2.356 -1.086
H17 -1.666 -0.442 -4.255
C9 1.403 -0.791 -3.750
H18 2.052 0.051 -3.553
S1 2.341 -1.444 -0.529
C10 -2.340 1.206 1.194
As1 0.008 -0.976 -2.415
O2 0.022 0.825 1.360
C11 2.884 2.474 -2.172
H19 -2.363 -0.142 -2.647
H20 4.905 1.901 -1.594
C12 -0.506 3.363 -1.130
H21 1.998 -1.702 -3.712
H22 4.954 3.052 1.308
H23 -3.214 -4.393 -0.299
H24 0.613 3.428 0.687
H25 -0.391 3.621 -2.184
H26 1.623 5.013 -1.727
C13 2.030 2.489 -3.443
C14 -2.596 -0.047 0.521
C15 4.079 3.254 0.686
C16 -1.146 -4.356 0.249
H27 3.580 1.677 2.699
P1 1.877 1.989 -0.686
H28 -4.124 3.749 2.583
H29 3.833 1.160 0.270
H30 -1.247 4.044 -0.703
C17 -0.482 -2.808 -2.835
C18 -1.211 -7.115 -0.026
C19 1.432 4.868 -0.662
C20 -1.475 -0.027 -3.266
H31 1.308 3.304 -3.434
C21 -1.050 1.509 1.696
H32 -1.239 1.034 -3.351
H33 -3.619 -0.423 0.479
H34 4.565 1.728 -3.311
C22 -2.329 -4.990 -0.123
H35 3.947 0.546 -2.141
H36 -1.238 -8.192 -0.132
C23 -3.428 2.022 1.528
N2 -1.663 -0.826 0.124
H37 -3.278 -6.862 -0.542
H38 -0.464 -2.918 -3.920
C24 -2.358 -6.368 -0.258
H39 0.039 2.790 3.021
C25 -0.031 -6.484 0.343
H40 2.364 5.045 -0.128
C26 -3.276 3.123 2.341

Results of the Mulliken charge analysis, in e, for atoms 1 through 2: -0.51 0.40